{"formula": "C32H78O16S", "method": "ωB97M-V with the def2-TZVPD basis set", "e_homo_ev": -8.71, "smiles": "CCO[C@H]1OS(=O)(=O)O[C@@H]1c1ccccc1.CCO.CCO.CCO.CCO.CCO.CCO.CCO.CCO.CCO.CCO.CCO", "e_lumo_ev": 0.360, "e_tot_ha": -2867.8370, "species": ["C", "C", "O", "C", "O", "S", "O", "O", "O", "C", "C", "C", "C", "C", "C", "C", "H", "H", "H", "H", "H", "H", "H", "H", "H", "H", "H", "H", "C", "C", "O", "H", "H", "H", "H", "H", "H", "C", "C", "O", "H", "H", "H", "H", "H", "H", "C", "C", "O", "H", "H", "H", "H", "H", "H", "C", "C", "O", "H", "H", "H", "H", "H", "H", "C", "C", "O", "H", "H", "H", "H", "H", "H", "C", "C", "O", "H", "H", "H", "H", "H", "H", "C", "C", "O", "H", "H", "H", "H", "H", "H", "C", "C", "O", "H", "H", "H", "H", "H", "H", "C", "C", "O", "H", "H", "H", "H", "H", "H", "C", "C", "O", "H", "H", "H", "H", "H", "H", "C", "C", "O", "H", "H", "H", "H", "H", "H"], "positions_angstrom": [[-0.33487, 0.18138, 2.16150], [-1.27513, -0.41337, 1.02342], [-2.60294, -0.57069, 1.57019], [-3.42772, 0.54373, 1.28572], [-4.74930, -0.08057, 1.26235], [-5.82050, 1.07051, 1.75608], [-6.29897, 1.86153, 0.63817], [-6.90106, 0.27686, 2.31884], [-4.79190, 1.81684, 2.78341], [-3.38861, 1.76303, 2.33405], [-3.03139, 3.12061, 1.62976], [-3.74611, 4.38061, 1.92859], [-3.38937, 5.61138, 1.20500], [-2.33455, 5.66843, 0.17539], [-1.61822, 4.42574, -0.10791], [-1.97223, 3.20504, 0.61120], [0.40341, -0.59224, 2.48955], [0.15835, 1.14922, 1.88255], [-0.99685, 0.38818, 3.05322], [-1.28413, 0.19023, 0.07795], [-0.83181, -1.41446, 0.74962], [-3.37452, 0.98045, 0.24597], [-2.86582, 1.54040, 3.29668], [-4.56545, 4.41930, 2.69127], [-3.93436, 6.57167, 1.39263], [-2.04362, 6.58593, -0.38224], [-0.79955, 4.39519, -0.85928], [-1.42899, 2.26244, 0.37131], [1.77571, -5.00157, 0.31754], [1.24261, -4.06379, 1.38019], [0.74484, -2.86850, 0.78044], [2.57425, -4.52044, -0.25281], [2.16559, -5.91789, 0.76510], [0.98887, -5.26409, -0.39434], [2.03377, -3.78445, 2.07737], [0.43424, -4.53683, 1.94661], [0.04011, -3.12303, 0.17120], [-5.71285, 8.01662, -1.66105], [-4.89249, 6.88315, -2.24708], [-4.63852, 5.89033, -1.25837], [-5.18957, 8.47051, -0.81646], [-5.90710, 8.78711, -2.41039], [-6.66951, 7.64612, -1.28279], [-3.92957, 7.25312, -2.60385], [-5.41732, 6.41759, -3.08809], [-5.49201, 5.55811, -0.95127], [6.00842, -6.28095, 0.57784], [5.45889, -6.90404, 1.84495], [4.11442, -7.33533, 1.64439], [5.39618, -5.42978, 0.27331], [7.03477, -5.94158, 0.72404], [5.98905, -7.00021, -0.24682], [5.45935, -6.17783, 2.65838], [6.06304, -7.76507, 2.14924], [4.12051, -7.98405, 0.93000], [0.88548, 6.85153, -3.97122], [0.44942, 6.51077, -2.55926], [-0.97226, 6.46274, -2.47956], [0.47047, 7.81409, -4.27718], [1.97434, 6.89784, -4.04377], [0.51805, 6.10483, -4.68106], [0.79905, 7.26953, -1.85804], [0.85325, 5.53990, -2.24893], [-1.27705, 5.78430, -3.09456], [2.45216, 9.27288, 1.60742], [2.17342, 8.54730, 0.30609], [1.01498, 9.09046, -0.32401], [1.59759, 9.18962, 2.28166], [3.33372, 8.86145, 2.10340], [2.61584, 10.33960, 1.42844], [1.98984, 7.48927, 0.49201], [3.02329, 8.63589, -0.38056], [1.18565, 10.02450, -0.49375], [1.48027, -4.22755, -4.52398], [1.01854, -5.27153, -3.52542], [0.03391, -4.71803, -2.65493], [1.89653, -3.36044, -4.00634], [2.23980, -4.63640, -5.19375], [0.63968, -3.86810, -5.12438], [1.85551, -5.61188, -2.91417], [0.59032, -6.13842, -4.03640], [-0.70680, -4.42704, -3.20006], [4.83731, 5.30125, 0.60161], [4.26388, 5.65804, 1.95989], [2.84109, 5.67375, 1.90989], [4.50818, 6.01909, -0.15315], [5.92908, 5.29314, 0.62783], [4.48682, 4.31649, 0.28055], [4.59845, 6.64987, 2.26704], [4.58193, 4.93586, 2.71862], [2.54884, 4.79261, 1.64720], [8.69736, -2.57751, -0.65052], [7.27668, -2.75036, -0.14839], [7.27321, -3.39056, 1.12361], [9.19533, -3.54614, -0.73028], [8.70993, -2.09315, -1.62919], [9.28338, -1.97330, 0.04740], [6.70138, -3.37145, -0.83640], [6.77575, -1.78131, -0.05643], [7.77448, -2.83413, 1.73153], [3.38490, -10.38474, 3.76613], [3.07523, -11.13964, 2.48904], [1.92128, -10.59361, 1.85887], [2.53853, -10.43210, 4.45460], [4.26578, -10.79924, 4.26194], [3.56545, -9.32735, 3.55412], [2.87369, -12.18993, 2.70330], [3.91764, -11.08528, 1.79063], [2.10704, -9.66724, 1.66291], [-9.54030, 2.14267, 4.25886], [-10.43940, 2.34519, 3.05385], [-9.66054, 2.58570, 1.88857], [-8.91037, 3.02091, 4.41762], [-10.12986, 1.96375, 5.16123], [-8.87079, 1.29298, 4.10262], [-11.09135, 3.20717, 3.20409], [-11.06612, 1.46325, 2.88353], [-9.09169, 1.81562, 1.75468], [-2.83789, -8.18881, -5.60467], [-1.59646, -7.40771, -5.21982], [-0.47745, -8.27985, -5.10020], [-3.05391, -8.95523, -4.85774], [-3.70344, -7.52885, -5.69305], [-2.69063, -8.70369, -6.55793], [-1.74042, -6.91249, -4.25802], [-1.36808, -6.64353, -5.97108], [-0.34837, -8.70783, -5.95487]], "mulliken_charge": [-0.905, 0.830, -0.421, -0.138, -0.406, 1.171, -0.560, -0.623, -0.331, 0.536, 0.309, -0.479, -0.697, -0.251, -0.816, 0.153, 0.354, 0.183, 0.237, 0.347, -0.622, 0.438, 0.235, 0.338, 0.268, 0.487, 0.303, 0.080, -0.609, -0.532, -0.498, 0.207, 0.218, 0.256, 0.316, 0.288, 0.227, -1.086, -0.184, -0.346, 0.257, 0.372, 0.321, 0.169, 0.294, 0.240, -0.808, -0.368, -0.462, 0.047, 0.303, 0.421, 0.296, 0.283, 0.256, -1.344, 0.212, -0.334, 0.315, 0.372, 0.393, -0.077, 0.276, 0.237, -1.153, 0.138, -0.527, 0.297, 0.239, 0.410, 0.103, 0.204, 0.282, -1.205, 0.254, -0.505, 0.326, 0.342, 0.328, 0.274, -0.065, 0.286, -0.972, -0.234, -0.451, 0.206, 0.348, 0.332, 0.214, 0.315, 0.246, -1.073, -0.175, -0.489, 0.282, 0.322, 0.324, 0.269, 0.293, 0.268, -0.779, -0.254, -0.512, 0.280, 0.305, 0.149, 0.302, 0.227, 0.291, -0.863, -0.218, -0.503, 0.219, 0.350, 0.221, 0.288, 0.239, 0.274, -1.167, -0.063, -0.545, 0.302, 0.333, 0.337, 0.235, 0.262, 0.294]}